# C24H45AlBF9IN2O4P

C24H45AlBF9IN2O4P as an isolated structure in a non-equilibrium geometry (ωB97M-V/def2-TZVPD, the Open Molecules 2025 dataset).

Calculated values
* energy: -85915.8121 eV
* Kohn-Sham gap: 8.6983 eV

Positions of all 88 atoms, in Å:
C  4.79777  2.69178  0.04312
C  5.42154  1.70524  1.07472
C  6.55608  0.85269  0.44264
C  6.06475  -0.58197  0.06651
C  5.96585  -0.82241  -1.45016
C  4.66564  -0.30359  -2.10833
C  3.60662  -1.40047  -2.37674
C  2.93398  -1.83143  -1.04395
C  1.40195  -2.01503  -1.16157
C  0.76504  -1.55390  0.16322
C  -0.64712  -2.12941  0.41518
C  -1.63199  -1.18959  1.16710
B  -0.94015  -0.96570  2.60770
C  -1.01568  -1.94676  3.84382
O  -0.15571  0.12752  2.83005
C  -1.84888  0.27825  0.57919
C  -2.66412  1.22214  1.46371
C  -3.18540  2.51610  0.82276
O  -4.52741  2.29563  0.33308
C  -2.26289  3.24189  -0.20678
N  -2.85580  3.44821  -1.52751
C  -2.56060  -0.01463  -0.74422
C  -1.74351  -0.25656  -2.02087
C  -0.64374  0.77999  -2.28772
O  0.30798  0.97498  -1.61218
I  -0.81483  1.90764  -4.13661
N  -3.53578  -1.11138  -0.27854
P  -4.15634  -2.03493  -1.72417
C  -5.13882  -0.74517  -2.61333
O  -5.30706  -3.09887  -1.24342
C  -3.06165  -1.74476  1.00718
C  -3.37442  -3.20700  1.27536
F  -2.66439  -3.65473  2.32372
F  -3.02593  -4.03898  0.27541
C  -4.87880  -3.44424  1.69621
F  -5.65222  -2.39786  1.36705
F  -5.35580  -4.55165  1.16177
F  -4.95998  -3.58490  3.01360
H  4.97332  3.72450  0.31145
H  3.73311  2.47356  -0.01536
H  5.21862  2.49578  -0.94291
H  5.79895  2.26361  1.92848
H  4.63803  1.05707  1.46037
H  7.01510  1.35130  -0.40852
H  7.32670  0.76129  1.20957
H  5.14117  -0.80773  0.58674
H  6.80986  -1.28763  0.44554
H  6.07722  -1.89542  -1.63037
H  6.81527  -0.33754  -1.92962
H  4.22751  0.45703  -1.46316
H  4.93041  0.18731  -3.04674
H  4.14716  -2.25752  -2.77942
H  2.86440  -1.03325  -3.08158
H  3.40151  -2.71374  -0.60748
H  3.09470  -1.02363  -0.33232
H  1.10658  -3.03729  -1.39591
H  1.06446  -1.32120  -1.92730
H  0.79785  -0.46507  0.17715
H  1.41764  -1.88097  0.97597
H  -0.50512  -2.98078  1.08360
H  -1.07506  -2.57373  -0.48621
H  -2.04679  -2.17776  4.11354
H  -0.56265  -2.88585  3.50089
H  -0.41168  -1.60503  4.67618
H  0.57912  0.20499  2.20841
H  -0.88663  0.75745  0.44135
H  -3.56089  0.73614  1.87154
H  -2.10166  1.53114  2.33724
H  -3.29841  3.21115  1.65441
H  -4.98610  3.13244  0.44606
H  -1.29064  2.76975  -0.34486
H  -2.04405  4.23371  0.17544
H  -3.31796  4.33764  -1.62058
H  -3.43416  2.68434  -1.83683
H  -3.28134  0.74142  -1.05634
H  -2.34094  -0.24431  -2.92711
H  -1.23322  -1.21926  -2.04026
H  -4.35437  -0.56829  0.02216
H  -5.98639  -0.45415  -1.98631
H  -4.54853  0.13557  -2.84489
H  -5.51328  -1.25389  -3.49684
H  -5.54567  -3.59963  -2.03604
H  -3.59537  -1.24392  1.81616
F  0.68856  4.48735  1.81588
Al  2.17766  5.24795  1.47305
F  2.10309  6.87690  1.94181
F  2.47865  5.14100  -0.19896
F  3.41612  4.45103  2.32600

# C10H10F5NO3

One molecule with the formula C10H10F5NO3 in a non-equilibrium geometry (ωB97M-V/def2-TZVPD, the Open Molecules 2025 dataset).

Calculated values
* relative energy (zero: lowest compared OMol25 entry of this formula, charge and spin): 4.6326 eV
* energy: -31744.6017 eV
* SMILES: O=C(F)N(C(=O)F)[C@@]1(CCC(F)=C(F)F)CCOC1
* Kohn-Sham gap: 8.3417 eV

Positions of all 29 atoms, in Å:
O  -1.58600  -2.84162  -1.97366
C  -1.60347  -2.08418  -0.99168
F  -1.90147  -2.68268  0.28696
N  -1.38170  -0.64765  -1.09859
C  -2.50432  0.18369  -0.68785
O  -2.97309  0.03155  0.47236
F  -3.12013  1.13575  -1.53653
C  -0.03258  -0.17382  -0.68679
C  0.25851  1.39087  -0.44183
C  -0.29383  2.04227  0.89880
C  0.26910  1.46635  2.26522
F  1.53337  1.93210  2.75119
C  -0.41792  0.50660  3.10148
F  -1.70256  0.86187  3.61702
F  0.15236  -0.76809  3.44197
C  0.96583  -1.10069  0.16414
C  2.41722  -1.00504  -0.58887
O  2.13208  -0.84017  -2.00430
C  0.77054  -0.36749  -2.12204
H  1.40370  1.53134  -0.45195
H  -0.12600  2.01881  -1.33234
H  -1.44801  2.06221  1.00367
H  0.00269  3.16503  0.87456
H  0.82999  -2.23001  0.21547
H  1.26256  -0.82694  1.22944
H  3.11913  -0.15212  -0.27645
H  3.00607  -2.00170  -0.52843
H  0.27196  -1.16975  -2.78842
H  0.69599  0.56350  -2.81256

# H2N2O2S

One molecule with the formula H2N2O2S in a non-equilibrium geometry (ωB97M-V/def2-TZVPD, the Open Molecules 2025 dataset).

Calculated values
* relative energy (zero: lowest compared OMol25 entry of this formula, charge and spin): 5.0966 eV
* energy: -17933.8918 eV
* Kohn-Sham gap (alpha / beta): 5.2037 / 5.8024 eV
* multiplicity: 3
* expectation value of S²: 2.009

Positions of all 7 atoms, in Å:
N  0.21700  -0.09771  0.34100
N  -1.10923  0.00184  0.02082
O  -1.81917  -0.53595  0.80300
O  -1.48812  0.68827  -0.89253
S  1.36444  0.76117  -0.64899
H  0.54712  -0.59321  1.13958
H  2.28795  -0.22442  -0.76288

# C25H44CoOP2

C25H44CoOP2 as an isolated structure in a non-equilibrium geometry (ωB97M-V/def2-TZVPD, the Open Molecules 2025 dataset).

Calculated values
* energy: -84876.5430 eV
* total charge: +1
* Kohn-Sham gap (alpha / beta): 5.4165 / 4.4405 eV
* multiplicity: 5
* expectation value of S²: 6.076

Positions of all 73 atoms, in Å:
Co  -0.81861  1.05760  -1.77286
C  -0.87954  -1.95495  2.63309
C  0.41151  -2.43850  2.27063
C  0.68445  -0.77912  3.83810
C  -0.70278  -0.91422  3.59213
C  1.36880  -1.73863  3.05159
C  -2.17081  -2.39892  2.08464
H  -2.09693  -3.40231  1.64865
H  -2.51856  -1.71410  1.29060
H  -2.94877  -2.42033  2.86278
C  -1.76812  -0.08768  4.18852
H  -2.73337  -0.59840  4.12564
H  -1.86642  0.88499  3.68342
H  -1.55570  0.11740  5.24622
C  1.32725  0.23735  4.69846
H  2.16879  -0.19716  5.25232
H  0.61257  0.63782  5.42352
H  1.72067  1.08422  4.11271
C  2.83329  -1.93257  3.03639
H  3.19071  -2.22203  4.03564
H  3.37045  -1.01375  2.75664
H  3.12097  -2.72554  2.33944
C  0.71491  -3.44853  1.23799
H  1.40349  -4.21360  1.62357
H  1.19867  -3.00260  0.35369
H  -0.19747  -3.94745  0.89781
C  -1.74074  2.01580  -2.97046
C  -2.19314  0.60099  -2.99279
C  -1.70507  -0.24488  -4.16278
C  -0.18775  -0.46869  -4.04356
C  0.34894  -0.00135  -2.69323
C  0.81281  1.36752  -2.52227
C  0.66899  2.37306  -3.62638
C  -0.82400  2.57890  -4.01755
H  -1.94471  0.25328  -5.11381
H  0.32175  0.04396  -4.87807
H  -2.22997  -1.20867  -4.15927
H  -1.01428  2.17020  -5.01876
H  -2.45543  2.73991  -2.56574
H  -3.28323  0.48521  -2.85576
H  -1.01191  3.65963  -4.07603
H  1.09492  3.33067  -3.29304
H  1.68979  1.49729  -1.89726
H  1.25427  2.08613  -4.51041
H  0.02170  -1.54036  -4.17573
H  0.85456  -0.77764  -2.10348
P  -2.17472  -0.53509  -1.00293
C  -3.83010  -0.04107  -0.42070
C  -2.40385  -2.20973  -1.66192
P  3.47863  0.92429  0.93771
C  1.93729  0.36676  0.33811
C  4.62990  0.05947  -0.22984
C  3.46084  2.65370  0.26436
H  -3.82403  1.02671  -0.16325
H  -4.07583  -0.62979  0.47103
H  -4.56018  -0.23123  -1.21634
H  -1.81067  -2.38366  -2.56532
H  -3.46451  -2.39890  -1.87206
H  -2.05301  -2.90540  -0.88725
H  3.73919  2.68375  -0.79728
H  4.19590  3.23654  0.83890
H  2.47576  3.11560  0.40262
H  1.18925  1.08142  -0.02724
H  1.60246  -0.66536  0.45490
H  5.53585  -0.21059  0.32886
H  4.89441  0.71890  -1.06606
H  4.14701  -0.85102  -0.60410
C  -0.61476  2.05815  1.24128
C  -1.32629  2.21112  -0.06363
O  -2.21713  3.01364  -0.30384
H  -0.26034  1.02718  1.38429
H  -1.27024  2.30941  2.09750
H  0.25228  2.74523  1.28727

# C48H42LaN8O2S

C48H42LaN8O2S as an isolated structure in a non-equilibrium geometry (ωB97M-V/def2-TZVPD, the Open Molecules 2025 dataset).

Calculated values
* relative energy (zero: lowest compared OMol25 entry of this formula, charge and spin): 3.0499 eV
* energy: -78171.7563 eV
* total charge: -2
* Kohn-Sham gap (alpha / beta): 5.3607 / 5.7886 eV
* multiplicity: 2
* expectation value of S²: 0.761

Positions of all 102 atoms, in Å:
La  0.73606  0.19468  0.10421
O  0.09214  2.07573  1.53762
C  0.82312  2.74660  2.33691
C  0.41274  4.10211  2.53796
C  1.17192  4.91667  3.32396
C  2.26434  4.44260  4.03253
C  2.63384  3.11248  3.93418
C  1.89403  2.25585  3.07836
C  2.17567  0.83472  3.22336
N  1.67387  -0.05244  2.42659
N  1.92037  -1.38441  2.81989
C  1.08458  -2.18139  2.20442
O  0.09949  -1.89879  1.44765
C  1.15940  -3.69776  2.37626
C  -0.02052  -4.39165  2.71732
C  0.01252  -5.76977  2.77446
C  1.21360  -6.45535  2.61247
C  2.35508  -5.81659  2.22632
C  2.33058  -4.42215  2.09169
H  -0.45969  4.40714  1.94702
H  0.82715  5.92662  3.58499
H  2.84718  5.19207  4.60567
H  3.43901  2.74521  4.54918
H  2.82055  0.54659  4.09037
H  -0.92459  -3.87715  2.89150
H  -0.91612  -6.30449  3.01558
H  1.17814  -7.53118  2.78350
H  3.18811  -6.44641  2.00791
H  3.17865  -3.77995  1.88343
C  -1.49189  3.24023  -3.56068
C  -0.72649  4.34513  -3.78344
C  0.39001  4.54812  -2.93830
C  0.67750  3.61629  -1.93985
N  -0.05481  2.48801  -1.79246
C  -1.07752  2.30913  -2.60801
C  1.75621  3.98151  -0.99453
C  1.86654  5.27063  -0.45942
C  2.91957  5.65687  0.34125
C  3.88156  4.68850  0.65710
C  3.79307  3.40594  0.12043
C  2.80411  3.08241  -0.77736
H  -2.27186  2.98150  -4.23655
H  -0.95656  5.01784  -4.61036
H  0.95680  5.45965  -3.06151
H  -1.58628  1.33882  -2.52561
H  1.02606  5.97445  -0.60503
H  2.94450  6.68521  0.73414
H  4.65797  4.87932  1.37928
H  4.54844  2.68053  0.40732
C  0.42503  -0.24110  -4.24105
C  0.75210  -1.58755  -3.66339
C  1.74227  -2.40754  -4.21687
C  1.99734  -3.61178  -3.67582
C  1.22536  -4.11554  -2.68137
C  0.17673  -3.38210  -2.12328
C  -0.65706  -3.97969  -1.05361
C  0.04792  -2.08409  -2.54396
N  -0.79395  -1.16148  -1.87606
C  -2.10247  -1.36168  -1.87823
C  -2.86230  -2.21418  -2.86379
C  -2.84315  -0.77209  -0.81919
C  -4.34646  -0.80209  -0.86694
N  -2.14422  -0.04606  0.10352
C  -2.92738  0.43902  1.18318
C  -3.23287  1.81314  1.26620
C  -2.73769  2.69893  0.23361
C  -4.07570  2.29468  2.25607
C  -4.74577  1.42573  3.12508
C  -4.43992  0.10257  2.99927
C  -3.51149  -0.42748  2.10670
C  -3.13706  -1.88236  2.27922
H  1.00828  0.00880  -5.13474
H  0.79377  0.53679  -3.52927
H  -0.60501  -0.08103  -4.44740
H  2.31382  -1.95629  -5.00482
H  2.84297  -4.23176  -4.00631
H  1.40104  -5.12186  -2.35372
H  -1.64963  -4.10959  -1.39393
H  -0.71521  -3.35659  -0.13412
H  -0.24291  -4.92652  -0.82827
H  -3.56865  -1.57775  -3.37482
H  -3.25739  -3.08081  -2.34152
H  -2.15713  -2.61686  -3.59724
H  -4.76993  -1.03537  0.07892
H  -4.71493  -1.46229  -1.64160
H  -4.78430  0.15344  -1.17740
H  -3.17626  2.48536  -0.76678
H  -1.59957  2.64460  0.17430
H  -3.01400  3.75394  0.46949
H  -4.35122  3.37748  2.15232
H  -5.50310  1.70849  3.85259
H  -4.90370  -0.59775  3.66290
H  -3.72955  -2.25872  3.13071
H  -2.05321  -1.85901  2.49441
H  -3.29047  -2.53273  1.39389
S  3.17274  1.31160  -2.83539
C  2.72340  1.66987  -1.30602
N  2.50644  -1.43022  -0.64741
C  3.13957  -2.43715  -0.72173
N  3.82085  -3.49712  -0.53430
C  4.34028  -4.27854  -1.46451
N  4.94557  -5.03929  -2.12923

Question: The highest energy belongs to which entry?
Answer: H2N2O2S

Question: energy of number 3 (H2N2O2S)?
Answer: -17933.8918 eV